30
Properties=species:S:1:pos:R:3 method="wB97M-V/def2-TZVPD" homo_lumo_gap_ev=10.16 de_lowest_kcal_mol=23.5 fmax_ha_per_bohr=0.0234 e_tot_ev=-14735.435 multiplicity=1 smiles=CCO.CCO.CCO.O molar_mass_da=156.222
C 0.8533 -0.1596 2.2776
C 0.9065 -1.3282 1.3053
O 2.2384 -1.7617 1.1828
H -0.1562 -0.0197 2.6740
H 1.1590 0.7841 1.8241
H 1.4990 -0.3691 3.1301
H 0.4536 -1.0654 0.3447
H 0.2897 -2.1326 1.7411
H 2.2875 -2.6965 0.9580
C -2.8529 -0.5153 0.2460
C -2.1431 -1.2107 -0.8658
O -1.3296 -0.3110 -1.6258
H -3.3250 -1.2277 0.9249
H -3.6082 0.1889 -0.1035
H -2.1110 0.0541 0.8135
H -2.8229 -1.7293 -1.5580
H -1.5014 -2.0071 -0.4911
H -1.9188 0.2955 -2.0849
C 0.3316 2.4787 -0.8501
C 0.6955 3.7661 -1.5428
O -0.2805 3.9926 -2.5707
H 0.9495 2.3737 0.0444
H 0.5982 1.6456 -1.4996
H -0.7228 2.4700 -0.5969
H 1.7143 3.7309 -1.9345
H 0.6482 4.6009 -0.8297
H 0.0491 4.6331 -3.2046
O 2.6967 -4.4960 0.5603
H 2.1649 -5.2804 0.4034
H 3.2373 -4.7040 1.3279

83
Properties=species:S:1:pos:R:3 method="wB97M-V/def2-TZVPD" homo_lumo_gap_ev="7.01 / 7.18" de_lowest_kcal_mol=0.0 fmax_ha_per_bohr=0.1118 charge=+2 e_tot_ev=-163152.370 multiplicity=5 molar_mass_da=662.623
C -0.6324 -3.7984 1.7888
C 0.4570 -2.8998 1.6412
C 1.7608 -3.4660 1.5248
C 1.8890 -4.8646 1.5286
N 0.8344 -5.6810 1.6318
C -0.3949 -5.1771 1.7635
C 0.1910 -1.5247 1.5938
C -0.1982 -0.3993 2.0603
C -0.1965 0.5649 3.1366
C -0.3538 1.9052 2.7343
C -0.2308 2.9482 3.6381
C 0.1124 2.6194 4.9435
C 0.2421 1.3169 5.4075
C 0.0803 0.2662 4.4978
Cr -0.2458 0.5928 0.1204
P -0.2450 -1.2251 -1.6650
H 2.6563 -2.8440 1.4878
H -1.6404 -3.4182 1.9602
H 2.8785 -5.3364 1.4484
H -1.2315 -5.8795 1.8583
H 0.2091 -0.7651 4.8346
H -0.5457 2.1758 1.6670
H 0.4785 1.1483 6.4538
H -0.3580 3.9930 3.3541
C -0.4582 -0.5326 -3.3701
C -0.0536 -1.3892 -4.5678
H 0.1094 0.4121 -3.3712
H -1.5208 -0.2491 -3.4290
H -0.2527 -0.8066 -5.4761
H 1.0147 -1.6427 -4.5724
H -0.6356 -2.3171 -4.6385
C 1.2857 -2.2589 -1.7517
C 1.2123 -3.7068 -2.2227
H 1.6907 -2.2294 -0.7299
H 1.9869 -1.6958 -2.3839
H 2.2314 -4.1154 -2.2109
H 0.6110 -4.3462 -1.5645
H 0.8425 -3.8068 -3.2503
C -1.6264 -2.3995 -1.3622
C -2.1387 -3.2508 -2.5231
H -2.4438 -1.7817 -0.9535
H -1.2846 -3.0338 -0.5283
H -2.9586 -3.8760 -2.1463
H -2.5412 -2.6483 -3.3469
H -1.3738 -3.9291 -2.9221
Br 0.4273 4.0678 6.1394
P 1.9797 1.5171 -0.4149
C 2.8698 0.9125 -1.9077
C 3.8354 1.8471 -2.6379
H 2.0811 0.5855 -2.6066
H 3.3993 -0.0001 -1.5852
H 4.2024 1.3048 -3.5229
H 3.3452 2.7694 -2.9813
H 4.7082 2.1152 -2.0249
C 1.6303 3.2886 -0.5926
C 2.7505 4.2292 -0.1902
H 0.7322 3.5000 0.0077
H 1.3247 3.4497 -1.6358
H 2.4160 5.2594 -0.3495
H 3.0124 4.1247 0.8663
H 3.6561 4.0792 -0.7833
C 3.0981 1.1975 1.0061
C 4.5952 1.4216 0.8117
H 2.9084 0.1480 1.2816
H 2.7052 1.7985 1.8388
H 5.0908 1.2145 1.7690
H 5.0251 0.7470 0.0611
H 4.8384 2.4528 0.5284
S -1.7108 1.9764 -1.0558
C -3.1896 1.7494 -0.1796
N -3.5212 2.5869 0.8229
C -4.9150 2.8449 1.2261
C -5.7651 1.6055 1.0181
C -5.5235 0.9735 -0.3404
N -4.0764 0.8215 -0.5727
H -2.8298 3.3042 1.0245
H -5.3045 3.6910 0.6371
H -4.8925 3.1314 2.2819
H -6.8191 1.8912 1.0871
H -5.5860 0.8776 1.8204
H -5.9611 1.5972 -1.1391
H -5.9583 -0.0273 -0.3878
H -3.7922 0.2990 -1.4087

79
Properties=species:S:1:pos:R:3 method="wB97M-V/def2-TZVPD" homo_lumo_gap_ev="6.48 / 6.51" de_lowest_kcal_mol=0.0 fmax_ha_per_bohr=0.0017 e_tot_ev=-99595.425 multiplicity=5 molar_mass_da=1020.198
Pt 0.2372 0.6862 0.0982
C -3.4432 0.6757 -3.0833
N -3.6765 1.3240 -1.8063
C -4.8826 1.4230 -1.1548
C -4.6401 2.0746 0.0041
N -3.2951 2.3701 0.0671
B -2.6668 3.1108 1.3123
N -1.5450 4.0644 0.8198
C -1.7934 5.1977 0.0780
C -0.6131 5.7095 -0.3289
N 0.3660 4.8779 0.1734
C 1.7898 4.9968 -0.0654
C -0.2172 3.8755 0.8675
S 0.6748 2.6192 1.6306
C -2.7157 1.8894 -1.0443
S -1.0678 1.9706 -1.5501
H -4.4055 0.4105 -3.5125
H -2.8531 -0.2259 -2.9317
H -2.9133 1.3529 -3.7490
H -5.7884 1.0223 -1.5723
H -5.3074 2.3637 0.7956
H -3.5591 3.7650 1.7952
H -2.2081 2.3158 2.0901
H -2.7978 5.5415 -0.0929
H -0.3767 6.5805 -0.9128
H 1.9607 5.8787 -0.6781
H 2.1529 4.1108 -0.5854
H 2.3262 5.0938 0.8766
N 0.0045 -1.1912 -1.4184
C 0.8024 -2.3352 -1.0652
C 0.5424 -3.5783 -1.6299
C 1.2758 -4.6888 -1.2484
C 2.2761 -4.5707 -0.2924
C 2.5446 -3.3351 0.2714
C 1.8166 -2.2096 -0.1105
P 2.1255 -0.5519 0.5600
C 3.5387 0.0800 -0.3947
C 4.0117 1.3539 -0.0693
C 5.0638 1.9073 -0.7777
C 5.6445 1.2040 -1.8275
C 5.1705 -0.0544 -2.1618
C 4.1206 -0.6187 -1.4468
C 2.8161 -0.7589 2.2234
C 1.9973 -0.5263 3.3243
C 2.4933 -0.6846 4.6107
C 3.8124 -1.0657 4.8025
C 4.6420 -1.2787 3.7084
C 4.1489 -1.1205 2.4238
H -1.0013 -1.4115 -1.3087
H 0.1784 -0.8696 -2.3640
H -0.2578 -3.6681 -2.3531
H 1.0548 -5.6529 -1.6877
H 2.8397 -5.4406 0.0179
H 3.3151 -3.2454 1.0264
H 3.5426 1.9114 0.7349
H 5.4301 2.8918 -0.5158
H 6.4638 1.6402 -2.3842
H 5.6188 -0.6045 -2.9791
H 3.7600 -1.6057 -1.7095
H 0.9739 -0.2025 3.1734
H 1.8500 -0.4986 5.4605
H 4.2010 -1.1847 5.8057
H 5.6763 -1.5609 3.8574
H 4.8052 -1.2627 1.5730
Te -1.5959 -0.4479 1.6040
C -4.6572 -2.1034 0.6471
C -3.5648 -2.4990 -0.3565
O -2.5767 -1.5698 -0.4839
C -2.9763 -3.8659 0.0928
F -2.1656 -3.6971 1.1515
F -2.2448 -4.4562 -0.8692
F -3.9157 -4.7534 0.4674
C -4.2344 -2.6952 -1.7394
F -5.0262 -1.6406 -2.0314
F -3.3396 -2.7897 -2.7359
F -5.0168 -3.7873 -1.8044
H -4.2474 -2.1488 1.6558
H -5.5280 -2.7563 0.5946
H -4.9510 -1.0766 0.4378

163
Properties=species:S:1:pos:R:3 method="wB97M-V/def2-TZVPD" homo_lumo_gap_ev=9.05 fmax_ha_per_bohr=0.0793 charge=+5 e_tot_ev=-114934.564 multiplicity=1 molar_mass_da=1027.349
C 1.6926 7.6624 6.4703
N 0.3682 7.3604 5.8848
C -0.6130 7.7501 6.9094
C 0.2487 8.1470 4.6218
C 0.3446 5.8354 5.6047
C 1.7060 5.2267 5.1358
O 2.2869 5.9385 4.0955
H 1.6958 7.2962 7.4808
H 1.6942 8.7491 6.4468
H 2.5238 7.4740 5.8492
H -1.6500 7.3447 6.6646
H -0.6876 8.8431 6.7987
H -0.2737 7.4185 7.8994
H 0.0982 9.1870 4.9273
H -0.6529 7.7673 4.1175
H 1.1620 7.9416 4.0616
H -0.4537 5.7904 4.8593
H 0.0264 5.3873 6.5283
H 1.2726 4.2414 4.8601
H 2.3821 5.0977 5.9895
H 1.9988 5.4762 3.2940
C -6.7132 10.2886 -2.1340
N -5.2071 10.1309 -1.9101
C -4.4350 10.7977 -3.0241
C -4.9474 10.9721 -0.6651
C -4.9219 8.6537 -1.6853
C -3.8438 8.2582 -0.7597
O -2.5665 8.5443 -1.3110
H -6.7511 11.3027 -2.5368
H -7.3055 10.1892 -1.2121
H -7.1380 9.5942 -2.8330
H -3.4016 10.4765 -2.9965
H -4.6780 11.8378 -2.8250
H -4.8360 10.4218 -3.9161
H -5.2530 11.9959 -0.8350
H -3.9525 10.8695 -0.3024
H -5.5573 10.4443 0.0357
H -4.7959 8.3069 -2.6832
H -5.8795 8.1820 -1.3414
H -3.9303 7.1586 -0.7170
H -3.9619 8.6959 0.2751
H -1.8748 8.3357 -0.6389
C -7.2004 -4.5183 -3.6096
N -7.7430 -3.3020 -3.0426
C -7.7456 -2.1117 -3.9535
C -9.2006 -3.5939 -2.7856
C -7.0842 -2.9846 -1.7905
C -5.5763 -3.2714 -1.5723
O -4.9662 -2.6318 -2.6597
H -7.2416 -5.3219 -2.8877
H -6.1320 -4.3965 -3.8144
H -7.7628 -4.8288 -4.4859
H -8.3575 -1.3586 -3.5197
H -8.1257 -2.5232 -4.9127
H -6.7327 -1.7112 -4.0216
H -9.6572 -2.6616 -2.3616
H -9.2203 -4.4700 -2.0890
H -9.6390 -3.9065 -3.7374
H -7.6436 -3.5785 -0.9556
H -7.2326 -1.9052 -1.6365
H -5.4049 -4.3385 -1.5141
H -5.3215 -2.7555 -0.6376
H -4.0969 -3.0372 -2.8678
C 9.7582 0.6585 -0.6992
N 9.1146 -0.6869 -0.7026
C 9.2664 -1.1371 0.7149
C 7.6613 -0.6315 -0.9450
C 9.8519 -1.6505 -1.5417
C 9.8442 -1.3732 -3.0044
O 8.5495 -1.5267 -3.5632
H 10.8096 0.6059 -0.3152
H 9.1134 1.3743 -0.1615
H 9.8298 0.9481 -1.7596
H 8.7797 -2.0697 0.8000
H 8.8535 -0.3499 1.3900
H 10.3436 -1.1742 0.9373
H 7.3529 -1.6239 -0.6401
H 7.4593 -0.3379 -1.9873
H 7.2225 0.0897 -0.2696
H 9.4569 -2.6513 -1.3347
H 10.8392 -1.5616 -1.2135
H 10.5970 -2.0980 -3.4074
H 10.2194 -0.4409 -3.2693
H 8.5409 -2.0377 -4.3405
C -0.7750 1.6032 9.7977
N -1.3560 0.8781 8.6273
C -1.9310 -0.3869 9.0865
C -2.4671 1.7575 8.0876
C -0.3004 0.6329 7.5526
C 1.1413 0.5433 8.0286
O 1.3035 -0.5441 8.8771
H -1.5962 1.5600 10.5398
H -0.3923 2.5745 9.5238
H 0.0617 1.0603 10.2846
H -2.3339 -0.8486 8.1656
H -2.6994 -0.1874 9.7979
H -1.1969 -0.9956 9.5646
H -2.0817 2.7370 7.9023
H -3.2363 1.7594 8.8422
H -2.8032 1.2801 7.1759
H -0.4234 1.4198 6.8017
H -0.5201 -0.3754 7.2236
H 1.6483 1.4297 8.4625
H 1.7803 0.3375 7.1654
H 2.2471 -0.7115 9.0616
C 3.2745 -9.7137 0.1000
N 1.8254 -9.8993 -0.0726
C 1.0815 -8.6049 0.1342
C 1.5475 -10.2096 -1.4741
C 1.2386 -10.9116 0.8941
C 2.0434 -12.1944 1.0528
O 3.2919 -12.0047 1.7348
H 3.8282 -10.6589 -0.0919
H 3.5657 -9.4455 1.1367
H 3.6892 -9.0091 -0.5834
H 0.0375 -8.8881 0.0806
H 1.4078 -7.9090 -0.6096
H 1.2151 -8.1467 1.1356
H 1.7692 -9.3561 -2.0873
H 0.5028 -10.5103 -1.6406
H 2.1759 -11.0577 -1.7315
H 0.2259 -11.0165 0.5797
H 1.3012 -10.3964 1.8592
H 2.1662 -12.7915 0.1025
H 1.3230 -12.7618 1.6175
H 3.3430 -12.6428 2.4290
C 2.4751 -2.7595 -9.4044
N 1.5854 -3.1453 -8.2738
C 0.5614 -4.1457 -8.7333
C 2.5521 -3.8329 -7.2641
C 0.9786 -1.9179 -7.6021
C -0.3555 -1.4924 -8.1210
O -0.3169 -1.0190 -9.4638
H 3.4115 -2.4082 -8.8946
H 2.0611 -1.9752 -9.9536
H 2.6635 -3.5809 -10.1499
H 1.1212 -5.0423 -8.9761
H 0.1183 -3.6790 -9.6462
H -0.0604 -4.2836 -7.8699
H 3.0425 -4.6365 -7.8183
H 1.9040 -4.1750 -6.4862
H 3.3009 -3.0661 -6.9287
H 1.6416 -1.0722 -7.7514
H 0.8390 -2.1107 -6.5258
H -0.7919 -0.7083 -7.4897
H -0.9910 -2.3925 -8.0806
H -1.2204 -0.7629 -9.7337
C -0.5089 2.7251 1.4674
F -1.1616 3.8209 1.0925
F -1.3452 1.7089 1.3421
F 0.5345 2.5248 0.6711
S 0.0818 2.9738 3.1856
O -1.0995 3.0694 3.9575
O 0.9947 1.9109 3.4956
O 0.6821 4.2721 2.8026
C 0.2953 -2.8949 -3.1506
F 0.1593 -3.1796 -1.8915
F 0.3023 -1.5369 -3.2410
F 1.5187 -3.3103 -3.4539
S -0.9670 -3.7833 -4.0429
O -0.6277 -3.5348 -5.3856
O -0.6601 -5.1201 -3.5752
O -2.2409 -3.3453 -3.5567

Copy entry 3 word for word.
79
Properties=species:S:1:pos:R:3 method="wB97M-V/def2-TZVPD" homo_lumo_gap_ev="6.48 / 6.51" de_lowest_kcal_mol=0.0 fmax_ha_per_bohr=0.0017 e_tot_ev=-99595.425 multiplicity=5 molar_mass_da=1020.198
Pt 0.2372 0.6862 0.0982
C -3.4432 0.6757 -3.0833
N -3.6765 1.3240 -1.8063
C -4.8826 1.4230 -1.1548
C -4.6401 2.0746 0.0041
N -3.2951 2.3701 0.0671
B -2.6668 3.1108 1.3123
N -1.5450 4.0644 0.8198
C -1.7934 5.1977 0.0780
C -0.6131 5.7095 -0.3289
N 0.3660 4.8779 0.1734
C 1.7898 4.9968 -0.0654
C -0.2172 3.8755 0.8675
S 0.6748 2.6192 1.6306
C -2.7157 1.8894 -1.0443
S -1.0678 1.9706 -1.5501
H -4.4055 0.4105 -3.5125
H -2.8531 -0.2259 -2.9317
H -2.9133 1.3529 -3.7490
H -5.7884 1.0223 -1.5723
H -5.3074 2.3637 0.7956
H -3.5591 3.7650 1.7952
H -2.2081 2.3158 2.0901
H -2.7978 5.5415 -0.0929
H -0.3767 6.5805 -0.9128
H 1.9607 5.8787 -0.6781
H 2.1529 4.1108 -0.5854
H 2.3262 5.0938 0.8766
N 0.0045 -1.1912 -1.4184
C 0.8024 -2.3352 -1.0652
C 0.5424 -3.5783 -1.6299
C 1.2758 -4.6888 -1.2484
C 2.2761 -4.5707 -0.2924
C 2.5446 -3.3351 0.2714
C 1.8166 -2.2096 -0.1105
P 2.1255 -0.5519 0.5600
C 3.5387 0.0800 -0.3947
C 4.0117 1.3539 -0.0693
C 5.0638 1.9073 -0.7777
C 5.6445 1.2040 -1.8275
C 5.1705 -0.0544 -2.1618
C 4.1206 -0.6187 -1.4468
C 2.8161 -0.7589 2.2234
C 1.9973 -0.5263 3.3243
C 2.4933 -0.6846 4.6107
C 3.8124 -1.0657 4.8025
C 4.6420 -1.2787 3.7084
C 4.1489 -1.1205 2.4238
H -1.0013 -1.4115 -1.3087
H 0.1784 -0.8696 -2.3640
H -0.2578 -3.6681 -2.3531
H 1.0548 -5.6529 -1.6877
H 2.8397 -5.4406 0.0179
H 3.3151 -3.2454 1.0264
H 3.5426 1.9114 0.7349
H 5.4301 2.8918 -0.5158
H 6.4638 1.6402 -2.3842
H 5.6188 -0.6045 -2.9791
H 3.7600 -1.6057 -1.7095
H 0.9739 -0.2025 3.1734
H 1.8500 -0.4986 5.4605
H 4.2010 -1.1847 5.8057
H 5.6763 -1.5609 3.8574
H 4.8052 -1.2627 1.5730
Te -1.5959 -0.4479 1.6040
C -4.6572 -2.1034 0.6471
C -3.5648 -2.4990 -0.3565
O -2.5767 -1.5698 -0.4839
C -2.9763 -3.8659 0.0928
F -2.1656 -3.6971 1.1515
F -2.2448 -4.4562 -0.8692
F -3.9157 -4.7534 0.4674
C -4.2344 -2.6952 -1.7394
F -5.0262 -1.6406 -2.0314
F -3.3396 -2.7897 -2.7359
F -5.0168 -3.7873 -1.8044
H -4.2474 -2.1488 1.6558
H -5.5280 -2.7563 0.5946
H -4.9510 -1.0766 0.4378